Record 1
58
Properties=species:S:1:pos:R:3:forces:R:3:lowdin_charge:R:1 method="wB97M-V/def2-TZVPD" homo_energy_ha=-0.318 charge=0 homo_lumo_gap_ev=8.3114 smiles="C[C@@H](Br)[C@H](Br)[C@@]1(C(=O)[O-])CN(N=C=O)[C@@H](CCCCO)C[NH2+]1.O=S1(=O)CCCC1"
C -5.893547 2.276282 1.921663 0.383 0.254 0.437 -0.1580
C -4.425001 2.830663 2.003757 -1.528 -1.183 0.857 -0.7157
Br -4.337861 3.830177 3.694619 0.309 0.283 -0.633 0.7430
C -3.478102 1.608366 1.968928 0.406 1.358 -0.193 -0.6501
Br -3.580650 0.566327 3.615126 -0.091 -0.002 -0.451 0.8329
C -1.987776 1.935409 1.642944 -0.115 -2.555 0.854 -0.3580
C -1.277602 2.674172 2.808262 1.130 0.496 1.091 -0.7725
O -0.735878 2.024086 3.698741 -0.242 -1.198 -0.247 -0.0024
O -1.276860 3.899946 2.702010 -0.602 1.624 -1.176 -0.0346
C -1.331588 0.555408 1.363882 -0.681 -0.355 -0.356 -0.1211
N -0.342736 0.601691 0.274311 0.161 0.493 -0.249 -0.0948
N 0.509838 -0.566093 0.416681 0.186 -0.095 -0.228 0.1409
C 0.051125 -1.499176 -0.225663 -1.670 -1.010 -0.534 -0.2371
O -0.511876 -2.374976 -0.771354 1.252 0.858 0.632 0.1771
C 0.496913 1.802889 0.340636 -0.023 0.272 1.414 -0.2849
C 1.723719 1.778903 -0.579418 -0.273 0.050 0.448 -0.1433
C 2.989622 1.376503 0.199119 -0.464 0.236 0.146 -0.1935
C 3.661277 2.574602 0.923572 0.455 -0.779 -0.416 -0.1834
C 3.961222 2.198267 2.378063 -0.665 0.338 -0.626 -0.2772
O 4.848573 3.083760 3.021030 0.298 -0.146 0.311 -0.0565
C -0.419943 3.015857 0.091230 1.165 0.080 -0.667 -0.0483
N -1.849742 2.714474 0.395209 -0.239 0.643 -0.737 0.1248
H -6.433359 2.548396 2.825272 -0.051 0.035 -0.090 0.0389
H -5.868191 1.185950 1.923185 -0.183 0.051 -0.359 0.0542
H -6.445754 2.692135 1.079154 0.117 -0.212 -0.118 0.0756
H -4.305579 3.488135 1.142610 0.448 0.215 0.289 0.0823
H -3.876834 0.943081 1.198499 0.106 0.040 -0.026 0.0898
H -2.137157 -0.107106 1.015722 0.224 -0.089 -0.055 0.1140
H -0.958437 0.099202 2.282434 0.295 0.522 0.051 0.1219
H 0.859314 1.895392 1.379088 0.027 0.019 -0.121 0.1503
H 1.864738 2.798909 -0.953538 0.013 -0.179 -0.275 0.1111
H 1.507545 1.105672 -1.412307 0.108 0.127 -0.075 0.1165
H 3.676078 0.864924 -0.476383 0.135 0.124 0.115 0.1141
H 2.706983 0.657053 0.971948 -0.029 -0.154 -0.235 0.0921
H 3.053134 3.482255 0.858603 -0.029 -0.059 0.124 0.1115
H 4.599499 2.763521 0.388916 0.001 0.262 0.212 0.1148
H 2.995501 2.179810 2.903611 0.151 -0.083 0.143 0.1218
H 4.364030 1.182060 2.392342 0.212 0.129 0.154 0.1195
H 4.945512 3.892307 2.515842 -0.123 0.041 -0.113 0.0765
H -0.099679 3.859716 0.698081 -0.237 -0.137 0.163 0.1357
H -0.302403 3.304085 -0.957672 -0.590 -0.067 -0.016 0.1349
H -2.223410 2.217856 -0.416728 -0.078 -0.294 0.220 0.1902
H -2.375761 3.589743 0.462197 0.301 0.117 0.413 0.1709
O 3.068979 -3.910877 -3.011201 0.048 0.150 -0.099 -0.3201
S 2.060681 -4.342120 -3.946175 -0.219 -0.237 -0.106 0.6612
O 1.932036 -3.745477 -5.250964 0.199 0.190 0.054 -0.3263
C 2.168537 -6.119312 -4.121413 -0.037 -0.357 0.124 -0.2328
C 1.258278 -6.662266 -3.024568 -0.045 0.081 0.060 -0.2218
C 0.002317 -5.781821 -3.049047 0.021 -0.058 -0.051 -0.2100
C 0.467292 -4.322278 -3.119453 -0.329 -0.229 0.075 -0.2285
H 3.204247 -6.435364 -4.020420 0.044 0.153 -0.049 0.1074
H 1.791881 -6.377405 -5.110942 0.022 0.074 -0.020 0.1071
H 1.019720 -7.712479 -3.187517 0.018 0.004 0.004 0.1143
H 1.751375 -6.574688 -2.053726 0.029 -0.019 -0.025 0.1196
H -0.593174 -6.021906 -3.932613 0.023 -0.003 -0.002 0.1163
H -0.626450 -5.951178 -2.175672 0.001 0.029 -0.009 0.1146
H -0.221959 -3.703626 -3.688875 0.136 0.121 -0.010 0.1053
H 0.610684 -3.901320 -2.130408 0.117 0.031 -0.027 0.0701

=====

Record 2
20
Properties=species:S:1:pos:R:3:forces:R:3:lowdin_spin:R:1 method="wB97M-V/def2-TZVPD" homo_energy_ha="0.045 / -0.186" multiplicity=2 charge=-1 e_above_lowest_kj_mol=193.84 s2=0.750 homo_lumo_gap_ev="2.7153 / 8.9219"
C -2.046074 -0.855192 0.620683 -1.941 0.689 2.041 0.2708
C -0.796956 -0.254284 1.340786 0.628 -4.212 0.235 0.1327
N 0.316505 0.130123 0.529845 1.227 1.108 -0.732 0.0075
C 1.481073 0.831224 1.236800 -3.604 0.030 0.200 0.0635
C 0.070088 0.902637 -0.707972 0.912 0.546 0.943 0.0466
C 0.902708 0.365712 -1.839612 1.870 -2.177 -1.523 0.0550
N 0.899315 -0.989413 -2.188504 1.163 2.084 -1.693 0.0407
O 1.707641 1.027800 -2.493533 -0.841 0.851 0.531 0.0071
H -1.968946 -1.554358 -0.149726 1.029 -0.797 -1.711 0.0544
H -2.985905 -0.247412 0.377064 1.818 0.142 0.058 0.0441
H -2.558379 -1.512083 1.354271 0.405 0.182 0.341 0.0680
H -1.191934 0.385811 2.067393 -0.263 1.807 1.055 0.0298
H -0.300019 -1.149523 2.027501 -1.430 1.763 -1.431 0.0513
H 2.237356 0.867811 0.458680 0.556 0.276 0.656 0.0058
H 0.988245 1.823578 1.501191 1.336 -0.446 -0.353 0.0115
H 1.704955 0.392239 2.230931 0.311 -0.308 -0.961 0.0163
H 0.535874 1.953213 -0.570036 -1.525 -1.108 -0.396 0.0070
H -0.988408 0.843655 -0.995436 0.275 0.385 0.210 0.0223
H 1.484466 -1.189437 -3.020825 -0.610 0.394 1.065 0.0169
H 0.508394 -1.772102 -1.779503 -1.315 -1.208 1.466 0.0488

=====

Record 3
23
Properties=species:S:1:pos:R:3:forces:R:3:lowdin_charge:R:1 method="wB97M-V/def2-TZVPD" homo_energy_ha=-0.446 charge=+1 e_above_lowest_kj_mol=89.34 homo_lumo_gap_ev=9.2370
C -1.949435 -1.884498 1.820325 1.003 -0.439 -0.678 -0.0156
C -0.899969 -0.847802 1.449413 -1.018 -1.103 0.678 -0.3813
C -1.036439 -0.221267 0.274902 0.120 0.988 -0.681 -0.0660
N -0.337614 1.065384 -0.055235 -0.883 -1.527 0.431 0.1884
N 0.039472 -0.640086 2.406214 0.084 1.537 -1.060 0.1376
H -2.240459 -1.703096 2.848387 -0.282 0.014 0.061 0.0884
H -1.524684 -2.888903 1.750553 0.006 -0.003 0.178 0.0931
H -2.792693 -1.852426 1.142277 -0.172 0.125 0.104 0.0822
H -1.582740 -0.570578 -0.584606 -0.562 -0.092 0.445 0.1172
H -0.061125 1.059991 -1.056210 0.525 0.689 0.238 0.0997
H 0.441919 1.118171 0.573239 1.093 0.419 -0.040 0.0916
H -0.949727 1.859009 0.131719 -0.003 0.031 -0.184 0.1702
H 0.054158 -1.123227 3.278233 -0.311 -0.061 0.252 0.1129
H 0.578198 0.214519 2.296813 0.269 -0.714 0.639 0.0625
H 1.500545 2.191717 -2.542306 -0.001 0.096 0.004 0.0722
H 0.483392 1.286427 -3.237545 -0.042 -0.052 -0.149 0.0282
O 0.595077 1.873167 -2.467267 0.028 -0.295 -0.197 -0.0496
H 0.999048 -0.997054 -3.763066 -0.129 -0.711 -0.579 0.0526
H 0.142458 -0.680487 -5.117407 0.208 -0.681 0.097 0.0616
O 0.555180 -0.357248 -4.317251 -0.066 1.495 0.602 -0.0358
H 2.767093 1.632322 1.228138 0.272 0.264 -0.054 0.0617
H 2.892664 0.594682 2.334395 0.013 -0.102 0.009 0.0743
O 2.325682 0.871285 1.606281 -0.152 0.122 -0.118 -0.0460

=====

Record 4
12
Properties=species:S:1:pos:R:3:forces:R:3:lowdin_charge:R:1 method="wB97M-V/def2-TZVPD" homo_energy_ha=-0.365 charge=0 e_above_lowest_kj_mol=120.97 homo_lumo_gap_ev=10.7960 smiles=C#C[C@H](N)[C@@H](F)Cl
C 1.427298 -0.480541 -1.754035 -0.017 -0.711 0.439 0.1247
C 0.863647 -0.499176 -0.687485 -0.166 2.098 -0.198 -0.1121
C 0.140545 -0.005084 0.548769 1.359 -1.043 -1.168 -0.4542
N -0.570209 -1.116391 1.130343 -0.070 -0.199 0.872 0.0239
C -0.734616 1.216749 0.272652 0.164 -0.417 -0.133 -0.6544
F 0.024609 2.250420 -0.174990 0.129 -0.012 -0.462 -0.0215
Cl -1.965808 0.745730 -0.961056 0.231 0.468 0.509 0.6461
H 1.965530 -0.629932 -2.660601 -0.068 0.058 -0.020 0.0292
H 0.950355 0.247697 1.249466 -0.432 0.453 -0.040 0.1495
H 0.197429 -1.711528 1.447393 -0.754 -0.304 0.049 0.0858
H -1.093245 -1.617561 0.417265 0.103 0.067 0.109 0.0673
H -1.205536 1.599618 1.172278 -0.480 -0.458 0.042 0.1156

=====

Number 1: calculated total energy -6826.9840 Eh. Number 2: calculated total energy -382.3581 Eh. Number 3: calculated total energy -458.2975 Eh. Number 4: calculated total energy -770.1492 Eh.